Arrangement A

Entry from the Open Molecules 2025 dataset: a gas-phase ion, C3H3N2OS (charge +1) (ωB97M-V with the def2-TZVPD basis set).

Each line ends with the Mulliken charge.
Cartesian coordinates (Å):
O: 2.748 0.882 0.674  -0.26
N: 1.503 0.942 0.762  0.62
C: 0.516 0.161 0.027  -0.35
C: -0.782 0.726 0.467  0.06
N: -0.825 1.711 1.207  -0.32
C: 0.943 2.049 1.320  0.16
S: 1.541 3.343 2.107  0.08
H: 0.722 -0.901 0.407  0.32
H: 0.741 0.261 -0.959  0.34
H: -1.800 0.192 0.190  0.34

Computed properties:
- HOMO (spin up / spin down): -0.551 / -0.548 Eh
- HOMO-LUMO gap (spin up / spin down): 6.079 / 5.803 eV
- SMILES: O=[N+]1CC=NC1=S
- Total charge: +1

---

Arrangement B

Entry from the Open Molecules 2025 dataset: a gas-phase ion, C3H3N2OS (charge +1) (ωB97M-V with the def2-TZVPD basis set).

Each line ends with the Mulliken charge.
Cartesian coordinates (Å):
N: 0.258 0.313 1.262  -0.26
C: 0.485 -0.145 0.198  0.52
N: 0.721 -0.447 -0.955  -0.16
C: 1.794 -1.524 -1.280  0.92
O: 1.674 -1.864 -2.425  -0.37
C: 2.554 -2.022 -0.231  -0.46
S: 3.621 -3.239 -0.239  0.03
H: 0.700 0.127 2.112  0.33
H: 0.338 0.102 -1.786  0.35
H: 2.196 -1.603 0.747  0.09

Computed properties:
- HOMO: -0.518 Eh
- HOMO-LUMO gap: 7.365 eV
- SMILES: [NH+]#CNC(=O)C=S
- Total charge: +1

---

Most stable: arrangement B. Least stable: arrangement A.

---

Arrangement A

Entry from the Open Molecules 2025 dataset: a molecular structure, C3H7N3O (ωB97M-V with the def2-TZVPD basis set).

Each line ends with the Mulliken charge.
Cartesian coordinates (Å):
C: -0.272 0.495 0.121  0.52
C: -2.088 -1.055 -0.065  -0.75
C: 1.570 0.724 0.953  -0.42
N: -0.589 1.542 -0.496  -0.55
N: 2.208 -0.440 -0.983  -0.35
N: 2.518 0.195 -0.020  -0.05
O: -0.702 -0.733 0.374  -0.25
H: -2.705 -0.875 0.817  0.30
H: -2.171 -2.195 -0.182  0.23
H: -2.471 -0.527 -0.945  0.34
H: 1.735 0.175 1.927  0.27
H: 1.643 1.760 0.968  0.29
H: -1.610 1.554 -0.813  0.21
H: 2.934 -0.622 -1.655  0.23

Computed properties:
- HOMO: -0.298 Eh
- HOMO-LUMO gap: 9.016 eV

---

Arrangement B

Entry from the Open Molecules 2025 dataset: C3H7N3O in the gas phase (ωB97M-V with the def2-TZVPD basis set).

Each line ends with the Mulliken charge.
Cartesian coordinates (Å):
N: 2.730 0.197 0.116  -0.65
N: 1.697 -0.732 -0.126  -0.08
C: 0.398 -0.275 -0.128  0.52
N: 0.015 0.930 -0.090  -0.58
C: -1.444 0.886 -0.050  -0.34
C: -1.789 -0.629 0.090  -0.25
O: -0.530 -1.269 -0.107  -0.42
H: 2.290 0.995 0.628  0.31
H: 3.072 0.542 -0.798  0.25
H: 1.875 -1.654 0.293  0.27
H: -1.862 1.311 -1.001  0.23
H: -1.783 1.512 0.787  0.26
H: -2.173 -0.868 1.090  0.24
H: -2.495 -0.946 -0.704  0.24

Computed properties:
- HOMO: -0.326 Eh
- HOMO-LUMO gap: 9.851 eV
- SMILES: NNC1=NCCO1

---

Most stable: arrangement B. Least stable: arrangement A.

---

Arrangement A

Entry from the Open Molecules 2025 dataset: C3H7N3O in the gas phase (ωB97M-V with the def2-TZVPD basis set).

Each line ends with the Mulliken charge.
Cartesian coordinates (Å):
C: -1.516 1.677 0.017  -0.42
N: -0.382 0.918 -0.104  -0.53
N: -0.546 -0.416 -0.234  0.24
C: -1.767 -1.273 0.205  -1.02
C: 0.692 -1.112 -0.105  0.10
N: 1.878 -0.528 0.074  -0.32
O: 2.115 0.759 0.075  -0.36
H: -2.384 1.049 -0.189  0.21
H: -1.650 2.706 0.155  0.32
H: -2.079 -1.028 1.208  0.34
H: -1.372 -2.205 0.020  0.41
H: -2.527 -1.229 -0.628  0.35
H: 0.730 -2.271 -0.225  0.22
H: 1.263 1.336 0.216  0.47

Computed properties:
- HOMO: -0.294 Eh
- HOMO-LUMO gap: 8.642 eV
- SMILES: C=NN(C)/C=N\O

---

Arrangement B

Entry from the Open Molecules 2025 dataset: C3H7N3O in the gas phase (ωB97M-V with the def2-TZVPD basis set).

Each line ends with the Mulliken charge.
Cartesian coordinates (Å):
H: -4.106 -0.123 -0.696  0.26
N: -3.363 0.056 -0.025  -0.65
C: -2.243 -0.253 -0.537  0.02
N: -1.080 -0.105 0.197  -0.26
C: 0.178 -0.133 -0.401  0.55
O: 0.340 -0.355 -1.589  -0.61
N: 1.196 0.148 0.467  -0.24
C: 2.555 0.239 -0.022  -0.78
H: -2.058 -0.644 -1.539  0.33
H: -1.197 0.344 1.097  0.29
H: 1.048 -0.020 1.451  0.24
H: 2.545 0.775 -0.974  0.28
H: 3.021 -0.739 -0.191  0.27
H: 3.150 0.808 0.697  0.30

Computed properties:
- HOMO: -0.355 Eh
- HOMO-LUMO gap: 10.440 eV
- SMILES: [H]/N=C/NC(=O)NC

---

Most stable: arrangement B. Least stable: arrangement A.

---

Arrangement A

Entry from the Open Molecules 2025 dataset: C3H7N3O in the gas phase (ωB97M-V with the def2-TZVPD basis set).

Each line ends with the Mulliken charge.
Cartesian coordinates (Å):
C: 2.034 0.397 -0.207  -0.81
N: 0.763 0.907 0.316  -0.32
C: -0.357 0.150 -0.032  0.42
O: -0.421 -0.525 -1.309  -0.51
N: -0.875 -1.096 0.635  -0.53
C: -1.659 -0.754 -0.569  0.26
N: -1.755 0.674 -0.170  -0.69
H: 2.127 0.658 -1.266  0.25
H: 2.145 -0.691 -0.098  0.31
H: 2.849 0.894 0.328  0.34
H: 0.787 0.981 1.330  0.29
H: -1.410 -0.814 1.463  0.26
H: -2.461 -1.357 -0.995  0.45
H: -1.777 1.250 -1.021  0.27

Computed properties:
- HOMO: -0.352 Eh
- HOMO-LUMO gap: 10.637 eV

---

Arrangement B

Entry from the Open Molecules 2025 dataset: C3H7N3O in the gas phase (ωB97M-V with the def2-TZVPD basis set).

Each line ends with the Mulliken charge.
Cartesian coordinates (Å):
C: -2.653 -0.059 0.289  -0.82
N: -1.240 -0.355 0.388  -0.21
C: -0.334 0.347 -0.361  0.59
O: -0.645 1.224 -1.134  -0.55
N: 1.005 -0.062 -0.144  -0.09
C: 2.042 0.723 -0.544  -0.48
N: 3.220 0.158 -0.275  -0.22
H: -2.748 0.931 -0.159  0.30
H: -3.110 -0.050 1.283  0.31
H: -3.181 -0.782 -0.344  0.26
H: -0.931 -1.042 1.057  0.20
H: 1.145 -0.914 0.403  0.27
H: 4.051 0.679 -0.499  0.26
H: 3.379 -0.797 0.042  0.18

Computed properties:
- HOMO: -0.315 Eh
- HOMO-LUMO gap: 9.324 eV

---

Arrangement C

Entry from the Open Molecules 2025 dataset: C3H7N3O in the gas phase (ωB97M-V with the def2-TZVPD basis set).

Each line ends with the Mulliken charge.
Cartesian coordinates (Å):
H: 2.447 -1.750 -0.021  0.22
N: 1.429 -1.871 -0.004  -0.82
C: 0.826 -0.726 0.021  0.77
C: 1.609 0.563 0.014  -1.14
N: -0.530 -0.722 0.050  -0.19
C: -1.386 0.426 -0.032  -0.29
N: -2.817 0.022 -0.100  -0.03
O: -3.575 0.969 0.141  -0.28
H: 1.355 1.139 -0.880  0.29
H: 1.356 1.148 0.902  0.29
H: 2.685 0.372 0.013  0.35
H: -0.963 -1.637 -0.007  0.29
H: -1.255 1.069 0.845  0.31
H: -1.182 0.999 -0.942  0.24

Computed properties:
- HOMO: -0.331 Eh
- HOMO-LUMO gap: 8.218 eV
- SMILES: [H]/N=C(\C)NCN=O

---

Arrangement D

Entry from the Open Molecules 2025 dataset: C3H7N3O in the gas phase (ωB97M-V with the def2-TZVPD basis set).

Each line ends with the Mulliken charge.
Cartesian coordinates (Å):
N: -0.821 -0.754 1.002  -0.03
N: -1.195 -1.626 0.052  -0.73
C: -0.300 0.561 0.553  0.30
C: -0.902 1.246 -0.519  -0.98
H: -0.173 -1.190 1.652  0.30
H: 0.100 -1.487 -0.717  0.45
H: -1.908 -1.150 -0.509  0.30
H: -0.009 1.177 1.399  0.23
H: -0.770 2.314 -0.596  0.35
H: -1.325 0.726 -1.367  0.29
N: 2.135 0.738 0.242  -0.63
C: 1.142 0.050 -0.116  0.42
O: 1.034 -0.989 -0.895  -0.53
H: 2.992 0.383 -0.181  0.28

Computed properties:
- HOMO (spin up / spin down): -0.312 / -0.321 Eh
- HOMO-LUMO gap (spin up / spin down): 7.745 / 8.287 eV

---

Most stable: arrangement B. Least stable: arrangement D.